[1]
An isolated ion of composition C5H15N2O and charge +1 in a non-equilibrium geometry, computed with ωB97M-V/def2-TZVPD.

Values from the calculation:
SMILES: NCCC[C@H]([NH3+])CO
Orbital gap in eV: 11.3635
Highest occupied orbital energy in Ha: -0.523
Total charge: +1

Last column: natural (NBO) charge in e.
Positions of all 23 atoms, in Å:
C: -0.026 2.264 -0.424  -0.077
O: -0.186 2.260 -1.854  -0.734
C: -0.240 0.826 0.117  -0.079
C: 1.040 0.021 0.191  -0.446
C: 1.229 -0.992 1.333  -0.394
C: 0.549 -2.284 0.873  -0.221
N: -0.893 -2.055 0.714  -0.859
N: -1.193 0.128 -0.783  -0.703
H: -0.843 2.892 -0.077  0.198
H: 0.925 2.719 -0.166  0.211
H: 0.673 2.176 -2.282  0.487
H: -0.729 0.934 1.073  0.220
H: 1.883 0.697 0.288  0.241
H: 1.324 -0.397 -0.787  0.217
H: 2.247 -1.043 1.643  0.247
H: 0.609 -0.626 2.149  0.192
H: 0.838 -3.140 1.474  0.209
H: 0.968 -2.518 -0.097  0.187
H: -1.415 -2.905 0.810  0.402
H: -1.153 -1.439 1.473  0.359
H: -1.342 -0.854 -0.467  0.468
H: -2.048 0.672 -0.938  0.435
H: -0.790 0.099 -1.724  0.439


[2]
A 2-piece molecular cluster, C5H15N2O overall in a non-equilibrium geometry, computed with ωB97M-V/def2-TZVPD.

Values from the calculation:
Orbital gap in eV: 9.2016
Highest occupied orbital energy in Ha: -0.455
Total charge: +1

Last column: natural (NBO) charge in e.
Positions of all 23 atoms, in Å:
C: -2.176 0.774 2.781  -0.617
C: -1.076 0.796 1.711  -0.394
C: -1.589 0.444 0.289  -0.430
C: -0.473 -0.018 -0.626  -0.009
C: -0.240 0.608 -1.807  0.051
N: 0.956 0.421 -2.463  -0.820
N: 0.374 -1.152 -0.234  -0.698
H: -2.371 -0.201 3.217  0.217
H: -3.125 1.200 2.450  0.220
H: -1.837 1.487 3.534  0.226
H: -0.671 1.808 1.608  0.212
H: -0.171 0.254 2.006  0.179
H: -1.903 1.397 -0.119  0.241
H: -2.401 -0.290 0.257  0.214
H: -0.967 1.244 -2.286  0.235
H: 1.233 0.842 -3.339  0.422
H: 1.750 0.212 -1.889  0.381
H: 1.165 -0.897 0.372  0.466
H: -0.262 -1.886 0.058  0.446
H: 0.841 -1.482 -1.085  0.446
H: 3.802 -0.736 0.298  0.500
H: 3.467 -2.234 0.141  0.498
O: 3.173 -1.360 -0.059  -0.985


[3]
A 2-piece molecular cluster, C5H15N2O overall in a non-equilibrium geometry, computed with ωB97M-V/def2-TZVPD.

Values from the calculation:
Orbital gap in eV: 11.0292
Highest occupied orbital energy in Ha: -0.530
Total charge: +1

Last column: natural (NBO) charge in e.
Positions of all 23 atoms, in Å:
C: 1.619 1.201 1.708  -0.621
C: 1.115 2.183 0.638  -0.409
C: -0.376 1.867 0.112  -0.393
C: -0.803 0.334 0.024  -0.260
N: -1.766 -1.457 -2.161  -0.765
C: -0.468 -1.360 -1.768  0.413
N: -0.005 -0.514 -0.846  -0.509
H: 1.030 0.977 2.557  0.219
H: 1.839 0.263 1.202  0.180
H: 2.632 1.486 2.028  0.239
H: 1.063 3.238 1.099  0.237
H: 1.804 2.117 -0.232  0.208
H: -1.123 2.118 0.900  0.220
H: -0.724 2.306 -0.815  0.216
H: -1.879 0.434 -0.263  0.218
H: -0.711 -0.069 1.158  0.240
H: -2.423 -0.722 -1.880  0.411
H: -2.188 -1.911 -3.028  0.456
H: 0.215 -2.021 -2.473  0.255
H: 0.996 -0.414 -0.807  0.440
H: 0.586 -3.864 0.864  0.478
H: -0.603 -3.129 1.231  0.471
O: 0.169 -3.062 0.751  -0.944


[4]
A 3-piece molecular cluster, C5H15N2O overall in a non-equilibrium geometry, computed with ωB97M-V/def2-TZVPD.

Values from the calculation:
Orbital gap in eV: 5.4393
Highest occupied orbital energy in Ha: -0.476
Total charge: +1

Last column: natural (NBO) charge in e.
Positions of all 23 atoms, in Å:
C: -0.036 -0.713 2.218  -0.158
C: -0.159 -1.863 1.118  -0.514
C: 0.279 -1.338 -0.175  0.421
C: 1.645 -1.470 -0.526  0.102
N: 2.151 -0.460 -1.194  -0.533
C: -0.681 -0.586 -1.033  -0.742
N: -0.562 0.470 1.654  -0.783
H: -3.698 4.962 -3.187  -0.009
H: 1.020 -0.629 2.510  0.208
H: 0.487 -2.687 1.428  0.260
H: -1.216 -2.111 1.076  0.278
H: 2.291 -2.297 -0.165  0.249
H: 3.128 -0.467 -1.475  0.424
H: 1.776 0.573 -0.838  0.466
H: -0.498 -0.914 -2.075  0.280
H: -1.671 -1.002 -0.820  0.257
H: -0.531 0.495 -0.990  0.358
H: -4.395 5.038 -3.419  0.009
H: -1.100 1.042 2.297  0.402
H: -0.633 -1.057 3.049  0.239
H: 1.248 2.467 -0.352  0.487
H: 0.041 0.979 0.946  0.442
O: 1.114 1.567 -0.047  -1.143